Record 1
{"formula": "C17H23NO4", "method": "ωB97M-V with the def2-TZVPD basis set", "lumo_energy_ev": -1.56, "homo_ev": -6.02, "total_charge": 0, "gap_ha": 0.164, "elements": ["C", "C", "C", "C", "C", "C", "O", "C", "O", "O", "H", "H", "H", "H", "H", "H", "H", "H", "H", "C", "O", "C", "C", "C", "C", "C", "N", "C", "C", "C", "C", "H", "H", "H", "H", "H", "H", "H", "H", "H", "H", "H", "H", "H", "H"], "positions_angstrom": [[0.529, 0.316, -2.165], [-0.290, -0.886, -1.844], [-1.725, -0.875, -2.015], [-2.334, -2.217, -2.209], [-3.747, -2.205, -2.798], [-4.476, -1.005, -2.239], [-3.800, 0.234, -2.598], [-2.466, 0.343, -2.356], [-1.952, 1.462, -2.429], [0.254, -1.937, -1.432], [-0.115, 1.202, -2.225], [1.329, 0.451, -1.432], [0.986, 0.141, -3.155], [-1.665, -2.800, -2.862], [-2.391, -2.748, -1.242], [-3.699, -2.209, -3.896], [-4.273, -3.112, -2.486], [-5.499, -0.907, -2.615], [-4.502, -1.087, -1.140], [5.591, 2.583, 1.281], [5.197, 1.343, 0.669], [3.990, 0.833, 1.028], [3.524, -0.306, 0.326], [2.263, -0.787, 0.553], [1.354, -0.134, 1.436], [-0.032, -0.538, 1.436], [-1.029, 0.113, 2.017], [-2.163, -0.641, 2.542], [-1.078, 1.566, 2.194], [1.893, 0.897, 2.261], [3.176, 1.380, 2.053], [6.512, 2.837, 0.764], [4.836, 3.364, 1.128], [5.781, 2.441, 2.352], [4.191, -0.759, -0.406], [1.898, -1.631, -0.028], [-0.278, -1.523, 1.022], [-2.934, 0.057, 2.879], [-2.572, -1.306, 1.770], [-1.826, -1.260, 3.390], [-2.135, 1.856, 2.179], [-0.656, 1.852, 3.169], [-0.545, 2.080, 1.385], [1.313, 1.330, 3.069], [3.566, 2.195, 2.668]], "lowdin_charge": [-0.015, -0.478, -0.134, -0.201, -0.180, -0.172, -0.013, -0.475, -0.010, -0.081, 0.056, 0.051, 0.100, 0.116, 0.103, 0.119, 0.107, 0.118, 0.120, -0.057, -0.061, -0.233, 0.023, -0.015, -0.168, 0.051, -0.149, -0.008, -0.015, -0.008, -0.001, 0.096, 0.101, 0.096, 0.134, 0.109, 0.153, 0.093, 0.106, 0.105, 0.099, 0.091, 0.118, 0.101, 0.108]}



Record 2
{"formula": "C17H23NO5", "method": "ωB97M-V with the def2-TZVPD basis set", "lumo_energy_ev": 0.67, "homo_ev": -8.63, "total_charge": 0, "gap_ha": 0.342, "elements": ["C", "C", "C", "C", "C", "C", "C", "C", "O", "N", "C", "C", "C", "C", "C", "O", "O", "C", "C", "C", "C", "O", "O", "H", "H", "H", "H", "H", "H", "H", "H", "H", "H", "H", "H", "H", "H", "H", "H", "H", "H", "H", "H", "H", "H", "H"], "positions_angstrom": [[1.600, 1.651, 6.117], [1.947, 2.126, 4.711], [2.330, 0.987, 3.765], [1.253, -0.082, 3.558], [-0.042, 0.470, 2.956], [-1.150, -0.598, 2.865], [-0.912, -1.639, 1.772], [-1.267, -1.072, 0.402], [-2.133, -0.239, 0.252], [-0.551, -1.634, -0.614], [-0.586, -1.336, -1.973], [0.364, -1.948, -2.796], [0.373, -1.704, -4.150], [-0.565, -0.843, -4.718], [-0.517, -0.613, -6.176], [0.271, -1.138, -6.927], [-1.455, 0.255, -6.596], [-1.467, 0.521, -7.989], [-1.511, -0.233, -3.898], [-1.527, -0.476, -2.540], [0.211, 1.025, 1.571], [0.903, 0.507, 0.732], [-0.441, 2.167, 1.366], [2.404, 1.040, 6.521], [0.685, 1.064, 6.120], [1.454, 2.504, 6.777], [1.109, 2.691, 4.298], [2.796, 2.811, 4.770], [3.222, 0.494, 4.158], [2.592, 1.411, 2.793], [1.664, -0.837, 2.886], [1.024, -0.565, 4.509], [-0.423, 1.285, 3.575], [-2.099, -0.101, 2.649], [-1.231, -1.090, 3.836], [0.117, -1.993, 1.786], [-1.573, -2.494, 1.942], [0.201, -2.255, -0.348], [1.096, -2.613, -2.361], [1.103, -2.171, -4.794], [-1.662, -0.397, -8.549], [-0.504, 0.925, -8.307], [-2.260, 1.245, -8.155], [-2.239, 0.434, -4.333], [-2.260, -0.004, -1.909], [-0.344, 2.462, 0.447]], "lowdin_charge": [-0.109, -0.261, -0.203, -0.162, -0.231, -0.127, -0.089, -0.477, 0.081, 0.135, -0.205, -0.010, -0.007, -0.135, -0.461, 0.107, -0.048, -0.051, 0.001, 0.008, -0.521, 0.116, 0.138, 0.075, 0.064, 0.069, 0.100, 0.106, 0.114, 0.111, 0.113, 0.114, 0.141, 0.122, 0.120, 0.111, 0.130, 0.144, 0.112, 0.121, 0.097, 0.097, 0.092, 0.118, 0.101, 0.141]}



Record 3
{"formula": "C17H23NO7", "method": "ωB97M-V with the def2-TZVPD basis set", "lumo_energy_ev": -0.33, "homo_ev": -9.27, "total_charge": 0, "gap_ha": 0.329, "elements": ["C", "C", "O", "C", "O", "C", "C", "C", "C", "C", "O", "C", "C", "C", "C", "N", "O", "O", "C", "C", "C", "O", "O", "C", "C", "H", "H", "H", "H", "H", "H", "H", "H", "H", "H", "H", "H", "H", "H", "H", "H", "H", "H", "H", "H", "H", "H", "H"], "positions_angstrom": [[0.918, 2.513, 0.808], [-0.236, 2.430, -0.181], [-0.878, 1.152, -0.137], [-1.741, 0.946, 0.852], [-2.023, 1.755, 1.694], [-2.386, -0.435, 0.763], [-1.418, -1.532, 0.325], [-0.212, -1.629, 1.256], [0.657, -2.858, 0.982], [1.093, -2.972, -0.486], [1.437, -1.734, -1.079], [2.574, -1.098, -0.760], [2.725, 0.172, -1.340], [3.847, 0.925, -1.098], [4.846, 0.419, -0.268], [6.015, 1.201, -0.004], [6.870, 0.720, 0.712], [6.084, 2.304, -0.511], [4.716, -0.842, 0.303], [3.588, -1.597, 0.063], [-3.508, -0.263, -0.259], [-3.394, -0.473, -1.435], [-4.614, 0.166, 0.339], [-5.731, 0.485, -0.498], [-5.589, 1.878, -1.093], [1.423, 3.468, 0.696], [0.542, 2.433, 1.825], [1.632, 1.713, 0.626], [0.115, 2.530, -1.209], [-0.976, 3.206, 0.039], [-2.836, -0.641, 1.738], [-1.956, -2.483, 0.317], [-1.091, -1.312, -0.691], [-0.552, -1.675, 2.293], [0.396, -0.730, 1.149], [0.106, -3.767, 1.229], [1.530, -2.811, 1.635], [1.915, -3.692, -0.585], [0.256, -3.323, -1.093], [1.933, 0.531, -1.977], [3.972, 1.905, -1.533], [5.508, -1.215, 0.935], [3.508, -2.575, 0.510], [-6.600, 0.422, 0.159], [-5.804, -0.265, -1.292], [-6.485, 2.130, -1.652], [-4.734, 1.910, -1.764], [-5.444, 2.609, -0.301]], "lowdin_charge": [-0.049, -0.194, 0.009, -0.470, 0.137, -0.112, -0.143, -0.175, -0.162, -0.179, -0.034, -0.257, 0.004, 0.006, -0.164, -0.368, 0.074, 0.074, 0.018, 0.007, -0.466, 0.140, 0.015, -0.205, -0.058, 0.083, 0.079, 0.056, 0.122, 0.126, 0.164, 0.136, 0.117, 0.125, 0.109, 0.119, 0.102, 0.126, 0.130, 0.125, 0.123, 0.123, 0.108, 0.124, 0.122, 0.078, 0.076, 0.081]}



Record 4
{"formula": "C17H24BBrIN4O2", "method": "ωB97M-V with the def2-TZVPD basis set", "lumo_energy_ev": -4.13, "homo_ev": -11.97, "total_charge": 1, "gap_ha": 0.288, "elements": ["C", "C", "N", "C", "I", "C", "N", "C", "B", "O", "O", "C", "C", "Br", "H", "H", "H", "H", "H", "H", "H", "H", "H", "H", "H", "H", "H", "H", "N", "C", "C", "C", "C", "C", "H", "H", "H", "H", "H", "N", "C", "C", "C", "C", "C", "H", "H", "H", "H", "H"], "positions_angstrom": [[4.200, -1.939, -0.511], [3.456, -1.327, -1.672], [2.312, -0.483, -1.269], [1.038, -0.908, -1.711], [0.528, -2.817, -0.747], [-0.041, 0.066, -1.194], [-1.222, -0.437, -1.951], [-2.622, -0.421, -1.498], [-3.306, -1.883, -1.322], [-4.164, -2.069, -0.280], [-3.088, -2.926, -2.162], [-0.828, -0.871, -3.064], [0.691, -0.792, -3.186], [1.162, -2.262, -4.365], [4.992, -2.559, -0.910], [3.586, -2.579, 0.110], [4.684, -1.193, 0.109], [4.172, -0.741, -2.234], [3.135, -2.111, -2.346], [2.308, -0.433, -0.257], [0.162, 0.994, -1.726], [-0.161, 0.243, -0.137], [-2.646, 0.045, -0.525], [-3.204, 0.137, -2.223], [-4.869, -1.400, -0.332], [-3.094, -2.655, -3.093], [-1.444, -1.292, -3.836], [0.920, 0.174, -3.614], [1.163, 3.543, 2.083], [1.380, 2.555, 1.220], [2.134, 2.688, 0.063], [2.695, 3.925, -0.215], [2.481, 4.966, 0.671], [1.711, 4.723, 1.801], [0.918, 1.605, 1.481], [2.274, 1.845, -0.601], [3.291, 4.073, -1.107], [2.900, 5.946, 0.494], [1.522, 5.510, 2.522], [-1.743, -0.166, 2.265], [-1.881, 0.424, 3.453], [-2.651, -0.100, 4.479], [-3.318, -1.296, 4.262], [-3.190, -1.921, 3.032], [-2.391, -1.316, 2.077], [-1.345, 1.359, 3.580], [-2.725, 0.418, 5.425], [-3.930, -1.733, 5.039], [-3.695, -2.852, 2.817], [-2.257, -1.756, 1.105]], "lowdin_charge": [-0.092, -0.280, -0.057, -0.814, 1.030, -0.109, -0.058, 0.035, -0.684, 0.169, 0.182, -0.100, -0.609, 0.797, 0.084, 0.044, 0.082, 0.116, 0.056, 0.109, 0.142, 0.113, 0.116, 0.140, 0.140, 0.116, 0.141, 0.131, 0.059, -0.167, -0.085, -0.073, -0.062, -0.142, 0.086, 0.065, 0.108, 0.106, 0.108, 0.048, -0.144, -0.057, -0.060, -0.052, -0.172, 0.106, 0.108, 0.112, 0.111, 0.056]}



Record 5
{"formula": "C17H24Br40IInNO", "method": "ωB97M-V with the def2-TZVPD basis set", "lumo_energy_ev": 0.87, "homo_ev": -5.70, "total_charge": -1, "gap_ha": 0.241, "elements": ["C", "C", "C", "C", "N", "In", "O", "Br", "I", "H", "H", "H", "H", "H", "H", "H", "H", "H", "H", "H", "C", "Br", "Br", "Br", "H", "C", "Br", "Br", "Br", "H", "C", "Br", "Br", "Br", "H", "C", "Br", "Br", "Br", "H", "C", "Br", "Br", "Br", "H", "C", "Br", "Br", "Br", "H", "C", "Br", "Br", "Br", "H", "C", "Br", "Br", "Br", "H", "C", "Br", "Br", "Br", "H", "C", "Br", "Br", "Br", "H", "C", "Br", "Br", "Br", "H", "C", "Br", "Br", "Br", "H", "C", "Br", "Br", "Br", "H"], "positions_angstrom": [[1.217, 2.856, -2.907], [1.615, 1.258, -3.179], [1.120, 0.292, -1.949], [-0.119, -0.649, -2.531], [-1.281, 0.145, -3.087], [-2.554, 0.948, -1.569], [-3.640, -0.473, -0.476], [-4.378, 2.420, -2.856], [-1.297, 2.679, 0.257], [0.163, 3.059, -3.429], [2.060, 3.587, -3.328], [1.118, 2.946, -1.727], [1.214, 0.947, -4.236], [2.804, 1.213, -3.215], [0.849, 0.851, -0.957], [2.019, -0.444, -1.676], [-0.421, -1.460, -1.742], [0.357, -1.249, -3.446], [-1.823, -0.559, -3.673], [-3.903, -0.002, 0.391], [0.925, 6.234, 1.244], [1.395, 5.316, -0.406], [-0.316, 7.698, 0.929], [0.262, 5.001, 2.595], [1.846, 6.675, 1.637], [-6.280, -2.806, 0.503], [-7.570, -1.685, -0.427], [-6.959, -3.419, 2.219], [-5.674, -4.285, -0.606], [-5.405, -2.182, 0.710], [-0.606, -4.309, -5.329], [1.107, -3.397, -5.191], [-0.451, -6.205, -4.920], [-1.975, -3.445, -4.250], [-0.926, -4.232, -6.373], [-1.810, 6.263, 6.253], [-2.969, 4.804, 5.693], [0.029, 5.674, 6.494], [-1.931, 7.787, 5.050], [-2.169, 6.598, 7.232], [-3.610, 0.188, 4.041], [-4.769, -1.271, 3.480], [-1.771, -0.401, 4.281], [-3.731, 1.712, 2.838], [-3.969, 0.523, 5.019], [-8.074, -7.070, 1.687], [-6.513, -7.170, 2.844], [-7.929, -8.279, 0.170], [-9.727, -7.343, 2.675], [-8.107, -6.053, 1.283], [1.438, -4.081, -0.871], [3.150, -3.170, -0.733], [1.592, -5.977, -0.463], [0.068, -3.218, 0.208], [1.118, -4.004, -1.915], [4.870, -2.030, -6.214], [3.581, -0.909, -7.144], [4.191, -2.643, -4.497], [5.477, -3.509, -7.322], [5.746, -1.405, -6.007], [5.176, 8.350, 0.857], [5.645, 7.432, -0.792], [3.934, 9.814, 0.542], [4.513, 7.117, 2.208], [6.097, 8.791, 1.251], [0.269, 12.199, -0.801], [1.830, 12.098, 0.356], [0.414, 10.990, -2.318], [-1.384, 11.925, 0.187], [0.236, 13.216, -1.205], [0.173, -9.885, -0.204], [-0.094, -11.777, 0.161], [1.669, -9.158, 0.805], [0.344, -9.532, -2.109], [-0.727, -9.363, 0.139], [4.590, 6.639, 6.648], [4.534, 8.222, 5.520], [3.612, 6.899, 8.309], [3.991, 5.051, 5.697], [5.638, 6.474, 6.917], [4.073, -12.710, 1.388], [3.806, -14.602, 1.752], [5.569, -11.983, 2.396], [4.244, -12.357, -0.518], [3.173, -12.188, 1.730]], "lowdin_charge": [-0.173, -0.254, -0.205, -0.390, -0.205, 0.086, -0.477, -0.152, 0.197, 0.093, 0.072, -0.032, 0.103, 0.097, 0.050, 0.074, 0.023, 0.054, -0.013, -0.063, -1.577, 0.562, 0.536, 0.483, -0.108, -1.579, 0.580, 0.514, 0.563, -0.075, -1.572, 0.540, 0.541, 0.620, -0.024, -1.599, 0.548, 0.517, 0.547, -0.028, -1.574, 0.565, 0.556, 0.532, -0.029, -1.618, 0.528, 0.543, 0.544, -0.071, -1.569, 0.554, 0.517, 0.618, -0.046, -1.586, 0.552, 0.507, 0.548, -0.024, -1.568, 0.563, 0.513, 0.562, -0.025, -1.585, 0.508, 0.568, 0.555, -0.026, -1.579, 0.550, 0.525, 0.549, -0.016, -1.587, 0.531, 0.543, 0.550, -0.025, -1.613, 0.544, 0.549, 0.538, -0.047]}



Record 6
{"formula": "C17H24Cl2O5OsS", "method": "ωB97M-V with the def2-TZVPD basis set", "lumo_energy_ev": [4.40, 4.40], "multiplicity": 5, "homo_ev": [0.96, -1.35], "total_charge": -2, "gap_ha": [0.126, 0.211], "elements": ["C", "C", "C", "C", "C", "C", "C", "C", "C", "C", "Os", "Cl", "Cl", "O", "H", "H", "H", "H", "H", "H", "H", "H", "H", "H", "H", "H", "H", "H", "H", "H", "O", "H", "C", "C", "C", "C", "C", "C", "C", "S", "O", "O", "O", "H", "H", "H", "H", "H", "H", "H"], "positions_angstrom": [[-3.297, 1.171, -1.682], [-3.552, -0.176, -1.228], [-2.713, -1.064, -2.017], [-4.634, -0.610, -0.300], [-1.938, -0.237, -2.912], [-2.361, 1.120, -2.746], [-1.878, 2.280, -3.534], [-3.958, 2.406, -1.176], [-2.805, -2.551, -2.043], [-0.993, -0.727, -3.948], [-1.446, -0.084, -0.581], [-1.812, -1.484, 0.985], [-1.920, 1.425, 1.096], [0.001, -1.262, -1.100], [-5.111, 0.259, 0.148], [-4.214, -1.228, 0.496], [-5.379, -1.205, -0.836], [-2.786, -2.951, -1.029], [-1.964, -2.962, -2.601], [-3.738, -2.868, -2.522], [-0.426, -1.583, -3.573], [-0.293, 0.065, -4.229], [-1.531, -1.038, -4.853], [-0.871, 2.096, -3.919], [-1.857, 3.187, -2.921], [-2.537, 2.471, -4.393], [-4.252, 2.290, -0.130], [-4.852, 2.637, -1.768], [-3.277, 3.260, -1.250], [0.584, -1.205, -0.283], [-0.183, 1.602, -1.215], [0.597, 1.578, -0.605], [6.504, -1.100, 4.747], [5.390, -0.643, 3.855], [4.876, 0.654, 4.000], [3.768, 1.062, 3.265], [3.173, 0.152, 2.388], [3.736, -1.101, 2.140], [4.844, -1.493, 2.885], [1.587, 0.556, 1.663], [0.849, 1.131, 2.768], [1.895, 1.458, 0.552], [1.156, -0.789, 1.234], [7.397, -0.479, 4.616], [6.212, -1.031, 5.802], [6.765, -2.138, 4.530], [5.336, 1.340, 4.713], [3.342, 2.054, 3.382], [3.291, -1.761, 1.402], [5.277, -2.482, 2.729]], "lowdin_charge": [-0.345, -0.425, -0.422, -0.089, -0.326, -0.295, -0.068, -0.102, -0.073, -0.060, 1.162, 0.133, 0.009, -0.462, 0.064, 0.012, 0.070, 0.037, 0.068, 0.070, 0.061, 0.070, 0.069, 0.064, 0.068, 0.068, 0.033, 0.067, 0.069, -0.054, -0.464, -0.087, -0.086, -0.309, -0.066, -0.056, -0.249, -0.049, -0.059, 0.446, -0.352, -0.344, -0.427, 0.069, 0.072, 0.063, 0.101, 0.113, 0.112, 0.098]}



> Number 2 is which compound?

C17H23NO5



> What is the formula in the first record?

C17H23NO4